ORCA calculation (ωB97M-V with the def2-TZVPD basis set) on 10 unconnected molecules or ions with the total composition C42H112B3F12N7O14 at a distorted geometry.

Summary:
expectation value of S²	0.754
gap between HOMO and LUMO (spin up / spin down)	8.201 / 3.282	eV
HOMO level (spin up / spin down)	-18.14 / -18.14	eV

The geometry in ORCA input format:
```
! wB97M-V def2-TZVPD RIJCOSX def2/J DEFGRID3
* xyz 5 2
C 4.1584 0.2105 -0.3924
O 4.1953 1.3730 0.4642
C 3.1963 2.2464 0.3462
C 3.5135 3.7310 0.0685
N 4.5464 3.7721 -1.1212
H 4.3412 3.0099 -1.7513
H 4.3686 4.5603 -1.7272
C 6.0203 3.7940 -0.7168
C 6.5183 5.1714 -0.5623
O 6.0967 5.9206 -1.7554
C 6.8876 7.0475 -2.0761
H 3.1571 -0.2097 -0.2979
H 4.9293 -0.5379 -0.2090
H 4.1694 0.5033 -1.4422
H 2.5524 2.2269 1.2254
H 2.5088 1.8869 -0.4194
H 3.9632 4.3445 0.8493
H 2.7092 4.3614 -0.3107
H 6.5783 3.4250 -1.5774
H 6.0767 3.1614 0.1690
H 7.6040 5.1671 -0.4650
H 6.0653 5.7553 0.2389
H 7.0881 7.5999 -1.1580
H 6.3200 7.7234 -2.7157
H 7.7834 6.8393 -2.6611
C -7.6474 -1.4248 4.0127
O -6.2567 -1.0499 4.0687
C -5.8442 -0.0824 3.1339
C -4.2691 0.1914 3.3257
N -3.5962 -1.0307 3.9220
H -4.3850 -1.4336 4.4072
H -3.2673 -1.6201 3.1706
C -2.6430 -0.9382 5.1604
C -2.7506 -2.1680 5.9196
O -4.1716 -2.5017 6.2228
C -4.5177 -1.9184 7.4863
H -8.0470 -0.8838 4.8704
H -7.8945 -2.4857 4.0523
H -8.1055 -1.1046 3.0769
H -6.2614 0.9233 3.0831
H -5.9913 -0.5347 2.1531
H -4.0683 1.0612 3.9512
H -3.7724 0.5297 2.4164
H -2.7692 0.0073 5.6878
H -1.6017 -0.8380 4.8545
H -2.1906 -2.1725 6.8548
H -2.4263 -3.0137 5.3132
H -5.5935 -1.7440 7.5057
H -4.1750 -0.9309 7.7953
H -4.3873 -2.7101 8.2241
C -7.2596 -3.2006 -1.3008
O -5.8820 -2.9331 -1.2167
C -5.6111 -1.5151 -1.2891
C -4.0574 -1.1585 -1.1363
N -3.2265 -2.3534 -1.8120
H -2.2984 -2.3182 -1.4150
H -3.6280 -3.2046 -1.4454
C -3.2883 -2.0960 -3.3696
C -2.4199 -3.0446 -4.1349
O -1.1495 -3.2270 -3.3997
C -0.2315 -3.9094 -4.2788
H -7.7943 -3.1790 -2.2504
H -7.8036 -2.6292 -0.5486
H -7.2618 -4.2380 -0.9662
H -6.1846 -0.8466 -0.6470
H -5.9164 -1.2308 -2.2961
H -3.7986 -1.3355 -0.0923
H -3.7425 -0.2109 -1.5732
H -2.9958 -1.0541 -3.4996
H -4.3487 -2.2069 -3.5965
H -2.3638 -2.4900 -5.0716
H -2.9648 -3.9492 -4.4046
H -0.4695 -4.9488 -4.5053
H 0.8004 -3.9719 -3.9335
H -0.1355 -3.3356 -5.2006
C -1.8031 2.1016 -5.0515
O -2.7361 1.5321 -4.1026
C -3.7583 2.3929 -3.5338
C -3.2147 3.7423 -3.0861
N -2.0884 3.4083 -2.0046
H -2.6389 3.5205 -1.1653
H -1.7445 2.4589 -2.0274
C -0.9889 4.4695 -1.7876
C -0.6642 4.4676 -0.2684
O -1.8992 4.8478 0.3507
C -1.8365 5.1555 1.7211
H -0.9381 1.4391 -5.0838
H -1.4511 3.0539 -4.6551
H -2.1585 2.3428 -6.0534
H -4.1172 1.7558 -2.7254
H -4.4598 2.3679 -4.3677
H -4.0072 4.3403 -2.6360
H -2.7495 4.3802 -3.8376
H -1.4788 5.3918 -2.1000
H -0.1437 4.2207 -2.4294
H 0.1303 5.2023 -0.3988
H -0.3125 3.5042 0.1005
H -1.2335 6.0353 1.9457
H -1.5075 4.3459 2.3727
H -2.8202 5.5201 2.0166
C 5.5417 -2.3640 5.1533
O 4.6159 -1.7221 4.3106
C 5.2268 -0.8352 3.4646
C 4.3180 0.4508 3.4420
N 4.4121 1.2411 4.7924
H 5.0049 0.7103 5.4144
H 4.9457 2.0872 4.6526
C 3.1230 1.5536 5.4951
C 2.2238 2.6596 4.8754
O 1.7514 1.9793 3.7379
C 0.3886 2.2606 3.2764
H 5.1372 -3.2773 5.5897
H 5.7395 -1.7313 6.0185
H 6.5552 -2.5468 4.7960
H 5.1795 -1.3849 2.5246
H 6.3018 -0.6608 3.5091
H 3.2865 0.2408 3.1593
H 4.5775 1.1839 2.6783
H 3.5102 1.9748 6.4229
H 2.4888 0.7038 5.7476
H 2.6769 3.5710 4.4853
H 1.4199 3.0688 5.4873
H -0.2775 2.6873 4.0262
H -0.0696 1.3148 2.9872
H 0.4036 2.8397 2.3531
C 1.7127 -3.4616 5.0055
O 1.2530 -3.4799 3.6071
C 1.5238 -2.2949 2.9394
C 1.0964 -2.2089 1.4290
N 0.9956 -3.6849 0.8722
H 1.8968 -4.1408 0.8796
H 0.4423 -4.0696 1.6245
C 0.3638 -3.9415 -0.5233
C -0.1422 -5.4070 -0.5305
O 0.9675 -6.4002 -0.3359
C 0.6826 -7.7939 -0.5524
H 1.5120 -4.4471 5.4256
H 1.1930 -2.7094 5.5990
H 2.7632 -3.2577 5.2131
H 2.6124 -2.2826 2.8856
H 1.0097 -1.4534 3.4038
H 1.8647 -1.6908 0.8551
H 0.0601 -1.8997 1.2928
H 1.1769 -3.6990 -1.2075
H -0.5073 -3.2865 -0.5354
H -0.6472 -5.7411 -1.4369
H -0.8039 -5.4543 0.3343
H 1.5077 -8.5050 -0.5934
H 0.1974 -7.9211 -1.5202
H -0.0776 -8.1327 0.1515
C 1.0441 -0.4839 -2.8849
O 2.0676 -0.0273 -3.7126
C 3.0963 -0.9325 -3.9476
C 4.1087 -0.5953 -5.0672
N 3.5058 -0.5418 -6.5069
H 3.1930 -1.4562 -6.8001
H 2.6087 -0.0799 -6.4630
C 4.1797 0.3396 -7.5538
C 3.2099 0.7946 -8.5659
O 1.8793 1.0781 -7.9523
C 1.7239 2.1190 -6.9805
H 0.4376 -1.1957 -3.4448
H 0.3419 0.2815 -2.5541
H 1.3936 -0.9755 -1.9770
H 2.5868 -1.8501 -4.2416
H 3.6276 -1.3050 -3.0718
H 4.9543 -1.2639 -5.2281
H 4.4597 0.4330 -4.9805
H 4.9388 -0.3290 -7.9599
H 4.6098 1.2323 -7.0999
H 3.0577 0.1371 -9.4219
H 3.6134 1.6797 -9.0577
H 1.8561 1.9290 -5.9154
H 0.7300 2.5213 -7.1767
H 2.3383 3.0146 -7.0730
B -1.1252 0.2471 -0.3105
F -1.7420 -0.1696 0.8880
F 0.0383 0.7839 0.0634
F -0.9258 -0.9668 -0.8696
F -1.8203 1.0227 -1.1306
B -2.6715 -3.9878 2.3317
F -2.6725 -2.6542 2.1958
F -3.4034 -4.4287 1.2472
F -1.3992 -4.4304 2.4654
F -3.3528 -4.3247 3.4436
B -5.1039 2.6082 0.4354
F -4.6418 1.7609 -0.5475
F -5.3344 3.9060 -0.1186
F -6.3759 2.1957 0.9048
F -4.2304 2.6518 1.4761
*
```

Results of the Mulliken charge analysis, in e, for atoms 1 through 2: C -0.611; O -0.055

***

ORCA calculation (ωB97M-V with the def2-TZVPD basis set) on a molecular structure, C13H22N3O3Rb at a distorted geometry.

Summary:
gap between HOMO and LUMO	6.696	eV
HOMO level	-6.69	eV

The geometry in ORCA input format:
```
! wB97M-V def2-TZVPD RIJCOSX def2/J DEFGRID3
* xyz 0 1
Rb 0.2307 -0.2678 -0.3821
N -1.0304 2.5598 1.1774
C -0.1189 2.2182 2.2739
C -0.7183 1.1175 3.1325
N -0.9057 -0.1038 2.3642
C -0.9379 -1.3651 3.0919
C -0.1127 -2.4401 2.4006
N -0.7485 -2.8658 1.1502
H -0.6002 3.2492 0.5720
H -1.8679 2.9858 1.5617
H 0.1576 3.0548 2.9284
H 0.8083 1.8478 1.8281
H -1.6528 1.4683 3.6008
H -0.0293 0.9058 3.9533
H -1.7136 -0.0034 1.7656
H -1.9652 -1.7229 3.2518
H -0.5263 -1.2066 4.0918
H 0.0854 -3.2508 3.1133
H 0.8573 -1.9993 2.1520
H -1.6234 -3.3357 1.3578
H -0.1605 -3.5436 0.6772
C 7.1845 -1.2862 -3.4775
O 6.3031 -1.3711 -2.3762
C 5.0617 -0.7995 -2.5170
C 4.3947 -0.7638 -3.7507
C 3.1288 -0.2045 -3.7806
C 2.5437 0.3189 -2.6355
C 1.2222 0.9950 -2.7109
C 1.1718 2.4630 -2.3648
O 0.1879 0.4077 -3.0026
C 3.1902 0.2353 -1.3676
O 2.5746 0.5776 -0.2841
C 4.4927 -0.3154 -1.3561
H 8.1422 -1.6603 -3.1229
H 7.2879 -0.2518 -3.8158
H 6.8554 -1.9075 -4.3155
H 4.8409 -1.1624 -4.6481
H 2.5793 -0.1604 -4.7146
H 2.0703 2.7710 -1.8358
H 0.2798 2.7019 -1.7831
H 1.0985 3.0190 -3.3035
H 5.0313 -0.3901 -0.4220
*
```

Results of the natural (NBO) charge analysis, in e, for atoms 1 through 2: Rb 0.942; N -0.856

***

Looking at energy above the lowest of the compared OMol25 structures with the same formula, charge and spin for the records above, in order, we have 1.9114 0.1041 eV.